Computed, not measured: a 16-piece molecular cluster, C84H118B6F24N12O8 overall at a distorted geometry, with wB97M-V/def2-TZVPD.

## Properties
strongest force on any atom: 4.4 eV Å⁻¹
HOMO-LUMO gap: 5.073 eV
total charge: +2
E_tot: -192582.7243 eV
relative energy (zero: lowest compared OMol25 entry of this formula, charge and spin): 0.264 eV

CARTESIAN COORDINATES (ANGSTROEM)
C1 4.2520 31.3890 41.0757
H1 2.8287 27.9567 32.5447
C2 4.6079 16.0046 28.9942
H2 -0.1153 24.3064 31.5681
C3 12.5196 24.6372 37.1309
H3 1.1632 22.4129 27.5636
F1 2.4599 18.3849 29.8058
N1 4.8353 15.5599 27.6282
F2 6.2157 30.0567 35.1689
H4 11.1990 30.9192 35.2753
C4 5.1534 20.3429 25.0510
F3 8.1469 16.2285 30.9100
C5 6.5846 13.3629 23.4263
H5 0.6947 24.5882 29.5466
C6 6.2855 14.5251 26.1505
H6 4.0376 19.3970 32.2590
C7 5.2217 14.5411 21.3951
C8 3.8493 27.9661 33.0296
C9 5.6850 21.5357 24.2438
H7 5.6647 11.7167 19.9451
O1 3.7660 21.1315 35.9187
N2 10.9735 28.4608 38.5156
C10 4.8922 31.8759 39.9382
F4 2.0641 27.5851 36.9098
C11 7.8489 17.0965 24.7163
C12 7.4963 24.6133 36.3269
H8 7.2965 23.0822 31.7462
F5 8.5085 18.2717 32.1148
C13 8.9992 18.4566 34.8955
H9 11.2443 22.8545 30.7622
H10 1.9831 23.9432 25.9941
H11 7.2429 24.2909 26.7512
B1 7.2463 29.2376 34.6676
H12 6.4122 23.3773 25.1012
N3 8.2666 19.7484 35.3287
O2 1.9898 21.9847 34.8506
H13 12.9715 28.5326 39.0696
H14 5.2219 13.3201 19.1844
H15 9.5340 18.5054 25.2798
H16 3.8502 22.1424 26.0688
H17 13.6718 26.9322 37.2592
B2 8.0242 16.8768 32.1339
C14 6.9847 25.7959 36.7691
C15 7.0672 23.9280 27.7470
C16 2.5025 21.2488 35.7206
F6 6.8420 29.7976 38.9379
C17 -0.8250 21.5979 29.5071
H18 2.3236 23.4043 28.3624
C18 10.5809 26.1330 37.9653
C19 14.0607 21.0054 35.8984
H19 13.2750 20.2111 35.7625
B3 4.0505 24.8306 29.7752
F7 3.9816 24.9867 28.4055
C20 5.3020 23.7367 36.6598
H20 3.8445 25.2244 37.2808
C21 6.7800 22.4055 27.7250
H21 7.4944 20.8813 30.6548
F8 3.3392 29.1083 35.7347
H22 6.5451 32.9266 33.1642
C22 4.9023 24.9686 37.0655
N4 13.4071 22.2347 36.3527
C23 6.6347 12.8872 22.1549
C24 6.4964 22.3293 25.2276
H23 3.7983 33.6879 34.5577
H24 11.5167 24.7133 35.2397
H25 7.0403 24.7591 32.8267
H26 9.8488 18.2962 35.5873
H27 9.2289 23.7130 28.0479
H28 5.0349 15.3146 29.6523
N5 4.2689 26.5585 33.1911
F9 7.6325 27.9830 40.1382
H29 1.7984 21.5814 29.9760
H30 1.2625 30.2209 41.8781
B4 7.0865 29.3708 40.2694
C25 8.8824 20.9128 35.0417
F10 1.6195 20.0253 28.3994
C26 6.6205 23.5359 36.2360
C27 1.5768 20.4199 36.6913
H31 6.0699 27.0870 32.7516
O3 7.7306 15.9208 24.2392
H32 5.6348 28.0627 36.7403
H33 14.7051 21.1772 35.0304
H34 5.2398 19.2481 29.5049
H35 6.6080 19.9254 26.6763
H36 8.5281 24.5130 36.1481
H37 0.3677 24.6836 26.5173
N6 5.7176 20.0874 31.3666
O4 9.0534 22.9289 32.3953
H38 -0.2938 22.8559 33.2555
C28 5.3559 22.5258 32.7310
B5 1.9720 28.6732 35.9438
C29 4.5499 22.6788 26.7077
C30 6.5259 20.9701 36.1821
H39 4.6678 16.0236 22.8839
C31 3.9319 32.7559 36.4741
H40 9.7822 25.4182 37.9352
H41 1.4054 20.9817 37.5442
C32 5.8287 14.4988 23.7402
C33 6.1936 32.1910 37.1560
C34 4.6895 20.2454 32.2548
H42 6.5740 14.7515 28.2397
C35 5.4763 26.2341 33.0167
C36 11.9182 25.9366 37.5628
H43 4.6172 14.9763 20.6302
C37 4.5013 21.4104 32.9843
H44 11.1481 29.4104 40.3571
F11 7.9873 30.1390 40.9502
F12 3.6869 18.9244 27.9729
N7 5.9373 21.9518 26.5681
H45 4.7165 31.3830 42.0320
H46 4.8962 22.2369 23.8771
C38 10.9109 21.9440 31.2950
H47 9.9901 16.9229 24.5646
C39 13.5122 24.0014 37.8742
C40 3.3606 25.5873 33.4977
H48 2.9777 23.4869 33.5267
C41 5.0587 23.8992 33.1079
H49 5.0823 16.9631 29.0329
H50 0.5119 20.4084 31.6640
H51 5.8228 32.4478 40.1047
F13 8.5428 29.8716 35.0720
H52 5.5856 19.3659 24.8038
H53 4.5737 28.4097 32.3323
C42 2.3468 30.2563 42.1680
F14 7.1457 29.3292 33.2196
C43 0.7058 21.4575 31.8797
H54 4.3344 22.6896 27.7761
H55 7.2478 14.0873 26.0018
C44 12.3796 28.3391 38.2052
C45 5.7878 18.9479 30.4512
C46 7.1530 22.1709 35.9210
C47 6.5963 21.0602 31.2575
H56 8.4030 25.0760 28.8970
H57 8.2010 23.5134 29.5548
C48 1.2568 22.1520 30.7022
H58 9.2371 18.1414 23.5821
F15 2.9582 25.3674 30.5058
C49 6.2151 33.7503 33.7714
H59 7.7267 21.9116 27.6114
C50 10.1429 22.3926 32.5026
F16 1.7558 17.7739 27.6810
C51 8.3352 24.0380 28.5666
H60 6.9408 31.7158 37.7757
H61 7.5132 21.9899 25.3623
C52 3.6977 24.2871 33.3778
N8 5.7459 25.9657 37.1168
C53 8.2979 22.1352 35.2191
F17 7.0726 27.9208 35.1578
F18 5.8884 29.3166 41.0732
C54 5.1887 15.1075 22.6735
H62 3.0545 16.4352 26.9407
C55 5.4136 14.8104 25.1368
C56 12.2279 30.7705 35.5884
H63 7.6115 26.7044 36.7525
H64 7.5977 32.5528 35.4685
H65 3.7186 21.5048 33.7320
H66 5.5497 21.0094 36.6296
H67 1.8294 25.2857 27.0947
C57 5.6817 20.5005 26.5108
O5 12.7848 29.4130 37.4066
C58 12.2384 29.4760 36.1833
H68 7.2544 12.0440 21.8745
F19 8.7606 16.2001 33.0908
H69 9.3546 18.5904 33.8679
H70 2.0192 19.3759 36.8538
H71 2.4213 25.9710 33.7668
O6 10.8464 22.2152 33.5854
C59 -0.6042 23.4084 31.2224
C60 4.1262 15.2736 25.4486
F20 6.6256 16.9236 32.5621
H72 4.0714 20.2775 24.9002
H73 8.8966 22.9240 34.8010
C61 0.3279 23.7366 28.9401
H74 7.0178 12.8859 19.5067
H75 9.1679 27.5799 38.7881
C62 -0.4646 22.3486 32.3214
C63 10.1990 27.3818 38.4294
C64 1.3683 24.3652 26.8061
C65 5.9718 14.9153 27.3875
H76 8.2133 17.7255 34.9587
H77 10.3126 21.3912 30.5673
H78 6.4626 18.8567 35.8696
C66 7.0217 19.7681 35.7960
H79 4.6147 22.8955 36.5922
H80 3.5693 16.0629 29.1715
H81 2.5640 30.9039 42.9886
C67 10.5436 29.5046 39.4706
H82 -0.4551 21.2421 28.5169
O7 7.0493 17.7922 25.4068
H83 1.7857 23.1199 30.8837
C68 5.9912 24.9375 33.0021
C69 1.3460 23.3798 27.9556
N9 0.0295 22.7184 30.0087
C70 5.2675 27.3346 37.4764
H84 7.0919 34.3059 34.1030
H85 2.8902 32.7025 36.7143
H86 6.8038 18.6634 30.2668
H87 0.6097 20.3140 36.2509
H88 12.4033 31.6557 36.2281
H89 6.3399 21.3966 23.4661
C71 6.6045 32.6742 35.9002
H90 14.6579 20.6513 36.7205
H91 3.7748 28.4346 34.0102
H92 10.5791 30.4524 38.9336
H93 9.8587 20.8069 34.5202
C72 6.4064 22.3417 31.8038
H94 2.3922 31.1977 37.7552
O8 11.7544 28.5007 35.5963
C73 5.9568 12.7790 19.8156
H95 5.0326 20.2433 27.3833
H96 13.9593 24.4548 38.6986
C74 3.0170 31.1952 38.6307
C75 13.9325 22.7777 37.4489
H97 14.7945 22.2618 37.8395
H98 1.4903 30.1378 39.7356
H99 11.7998 21.3729 31.6146
H100 7.1181 12.8428 24.2264
C76 4.3798 33.1658 35.2851
H101 -1.0190 20.7419 30.1540
F21 4.0186 23.4042 30.0518
C77 12.7435 27.0102 37.6935
N10 3.0628 30.7155 40.9677
H102 5.4121 34.2617 33.2756
H103 4.7376 23.6917 26.4065
H104 12.3845 22.5007 34.4999
H105 3.3411 15.5756 24.7304
H106 1.4206 21.5445 32.7392
N11 5.6844 33.1844 35.0971
H107 -1.6398 23.7599 30.9949
C78 3.9274 15.8035 26.7069
C79 12.1262 24.1530 35.9153
H108 2.6734 29.2298 42.4421
H109 -0.6333 23.9611 28.4808
C80 4.2692 31.7979 38.7064
H110 9.4722 29.3427 39.5954
C81 2.4823 30.5959 39.7253
H111 -1.3988 21.7961 32.3723
H112 6.2675 24.4643 28.1882
B6 2.3609 18.7985 28.5017
F22 1.2263 29.7380 36.5379
C82 12.5941 22.8830 35.5310
H113 12.8939 30.8153 34.7441
H114 6.2134 22.2214 28.6141
H115 5.2012 18.1300 30.9088
H116 5.5493 27.4583 38.5321
N12 5.9136 13.4577 21.1390
H117 -1.7980 22.0345 29.3519
F23 5.2519 25.4140 30.2939
C83 9.2227 17.7095 24.5402
H118 4.1759 27.4128 37.3863
C84 4.8506 32.2752 37.4422
F24 1.4206 28.1997 34.7774